# 1
Below is a structure of composition C63H140AsClF10N9O8S4 at a distorted geometry, with properties calculated with ωB97M-V with the def2-TZVPD basis set.

Geometry (Å):
C1 5.35479 2.66429 1.23986
C2 5.02503 2.00074 -0.04812
C3 5.85293 2.79440 -1.10532
N1 6.00785 2.23782 -2.50472
C4 4.63485 2.06282 -3.10941
C5 4.66093 1.84492 -4.57508
C6 5.34894 3.06862 -5.21525
C7 6.77304 3.06545 -4.80886
C8 6.85104 3.26960 -3.25682
C9 6.79469 0.94034 -2.41599
H1 6.36402 2.44871 1.58069
H2 4.67653 2.27967 2.01854
H3 5.33520 3.73650 1.11276
H4 3.92653 2.05316 -0.25763
H5 5.19777 0.89978 -0.04326
H6 6.87675 2.88734 -0.75900
H7 5.38777 3.77718 -1.22129
H8 4.07492 2.97258 -2.87158
H9 4.18097 1.33287 -2.50721
H10 3.64697 1.73597 -4.98056
H11 5.25084 0.94033 -4.89313
H12 4.77199 3.99414 -4.89192
H13 5.32227 3.06532 -6.32797
H14 7.33352 3.92831 -5.18730
H15 7.27885 2.11334 -5.13271
H16 6.54938 4.27080 -2.89613
H17 7.88241 3.17995 -2.94218
H18 6.17040 0.21545 -1.87199
H19 7.75849 1.21915 -1.98155
H20 6.98701 0.61214 -3.45616
C10 -5.55407 -3.20864 -5.30549
C11 -4.26040 -3.89926 -5.66374
C12 -3.11623 -2.91663 -5.73808
N2 -2.04481 -3.06527 -6.87085
C13 -1.14339 -4.19255 -6.51010
C14 -0.12823 -4.54278 -7.61804
C15 -0.87506 -4.78637 -8.89910
C16 -1.72151 -3.57832 -9.28470
C17 -2.71344 -3.27830 -8.15313
C18 -1.39998 -1.68154 -6.84304
H21 -6.45513 -3.70244 -5.75141
H22 -5.46313 -2.16662 -5.69241
H23 -5.64519 -3.18551 -4.25212
H24 -4.39129 -4.29867 -6.67943
H25 -4.01304 -4.75256 -5.09660
H26 -2.49118 -2.94125 -4.84990
H27 -3.53944 -1.92341 -5.89304
H28 -1.87638 -4.98969 -6.30536
H29 -0.65746 -3.79649 -5.61498
H30 0.51408 -5.43241 -7.38241
H31 0.58565 -3.66911 -7.78582
H32 -1.59865 -5.57857 -8.90746
H33 -0.17976 -5.04426 -9.64820
H34 -2.28752 -3.76244 -10.17200
H35 -1.10169 -2.71050 -9.56801
H36 -3.32221 -4.15451 -8.10730
H37 -3.32538 -2.41232 -8.33620
H38 -2.15999 -0.99004 -7.14991
H39 -0.64537 -1.64101 -7.62960
H40 -1.06454 -1.47882 -5.82021
C19 4.11389 0.74894 5.27454
C20 3.31542 2.04430 5.19164
C21 2.18212 1.72991 6.10814
N3 1.17331 2.79749 6.43729
C22 0.84942 3.68866 5.33034
C23 0.18208 2.92812 4.23530
C24 -1.15878 2.41171 4.71886
C25 -0.93213 1.47590 5.87084
C26 -0.10476 2.15786 6.98577
C27 1.73706 3.72970 7.52775
H41 3.47583 -0.11085 4.89457
H42 4.34862 0.67043 6.34075
H43 5.05864 0.81178 4.77566
H44 2.98517 2.21596 4.16360
H45 3.89624 2.90884 5.48891
H46 2.47580 1.42348 7.09614
H47 1.59785 0.99554 5.53020
H48 1.77551 4.12076 4.94761
H49 0.21173 4.53360 5.71699
H50 0.79540 2.04788 3.92351
H51 0.05934 3.61720 3.37453
H52 -1.72038 1.88395 3.91190
H53 -1.79897 3.22611 5.07564
H54 -0.41327 0.58415 5.56232
H55 -1.86535 1.16140 6.33678
H56 0.16773 1.49424 7.79558
H57 -0.65652 3.06571 7.30402
H58 1.08083 4.50984 7.73441
H59 2.72536 4.12738 7.19445
H60 1.84235 3.15509 8.41723
C28 6.27298 -3.52758 0.10246
C29 5.07465 -4.36810 -0.12332
C30 4.27704 -3.60264 -1.19350
N4 2.97816 -4.20889 -1.53964
C31 3.20025 -5.32187 -2.50723
C32 1.93751 -6.10051 -2.83267
C33 1.13023 -6.43732 -1.57993
C34 0.89721 -5.32153 -0.54500
C35 2.23178 -4.59981 -0.26381
C36 2.21394 -3.12487 -2.25955
H61 5.86696 -2.60198 0.43776
H62 6.78771 -3.29820 -0.81910
H63 6.96725 -3.81390 0.88815
H64 4.48168 -4.52211 0.77896
H65 5.40880 -5.37518 -0.40056
H66 4.84798 -3.59713 -2.11216
H67 3.96378 -2.61993 -0.76515
H68 3.86100 -5.96958 -1.99717
H69 3.65997 -4.89132 -3.37468
H70 2.19909 -6.99503 -3.41610
H71 1.27257 -5.49304 -3.45249
H72 1.54056 -7.31982 -1.01491
H73 0.23268 -6.92916 -1.96537
H74 0.53228 -5.71905 0.41648
H75 0.18013 -4.62115 -0.96902
H76 2.83786 -5.37182 0.23347
H77 2.10100 -3.72741 0.33423
H78 1.22058 -3.46623 -2.49438
H79 2.72602 -2.73150 -3.14352
H80 2.04921 -2.33948 -1.51091
C37 1.80907 -5.43848 7.49416
C38 1.09031 -4.56022 6.43803
C39 0.41205 -5.44009 5.41179
N5 -0.68916 -4.67406 4.63213
C40 -1.02220 -5.46076 3.42925
C41 -2.28352 -5.02516 2.77835
C42 -3.44537 -5.01159 3.73151
C43 -3.08317 -4.07989 4.87639
C44 -1.87718 -4.56516 5.60262
C45 -0.16120 -3.36607 4.17637
H81 2.24510 -4.84168 8.26923
H82 2.55515 -6.09218 7.03513
H83 1.15343 -6.12711 7.92392
H84 1.74080 -3.84513 5.92081
H85 0.47670 -3.93784 7.03256
H86 -0.08884 -6.31287 5.81498
H87 1.07108 -5.71962 4.58726
H88 -1.03827 -6.54744 3.80241
H89 -0.15839 -5.35314 2.79850
H90 -2.53595 -5.79975 2.00920
H91 -2.19657 -4.04550 2.31537
H92 -3.52779 -6.01402 4.17251
H93 -4.34457 -4.74839 3.24978
H94 -3.92130 -4.00987 5.55700
H95 -2.82200 -3.06076 4.51021
H96 -2.17371 -5.54208 5.93920
H97 -1.41827 -3.94733 6.34320
H98 -0.98875 -2.93758 3.61053
H99 0.61501 -3.53678 3.45926
H100 0.13379 -2.73353 4.96635
C46 -6.75745 2.35771 -1.95943
C47 -5.58109 1.43896 -1.70429
C48 -5.71178 0.94204 -0.28568
N6 -4.72323 -0.11767 -0.01561
C49 -3.22972 0.29556 -0.40543
C50 -2.23158 -0.75848 0.04998
C51 -2.34629 -1.11190 1.47670
C52 -3.75442 -1.50902 1.79355
C53 -4.71637 -0.42260 1.43013
C54 -5.15282 -1.31676 -0.82874
H101 -6.79045 3.21681 -1.28658
H102 -7.67597 1.74932 -1.88215
H103 -6.78552 2.88841 -2.92253
H104 -4.63719 2.02323 -1.80826
H105 -5.56818 0.64634 -2.43914
H106 -6.73897 0.56902 -0.17758
H107 -5.62739 1.70332 0.44744
H108 -3.12501 1.23011 0.10113
H109 -3.10360 0.38468 -1.45302
H110 -1.22658 -0.37014 -0.11122
H111 -2.35813 -1.54713 -0.63126
H112 -2.09869 -0.25266 2.12330
H113 -1.61762 -1.86699 1.74539
H114 -3.86764 -1.90525 2.81764
H115 -4.03541 -2.34253 1.12268
H116 -4.67764 0.52988 1.97469
H117 -5.69450 -0.86015 1.62118
H118 -5.28572 -0.95764 -1.83630
H119 -6.14019 -1.58006 -0.44682
H120 -4.45423 -2.15544 -0.76393
C55 0.90144 5.47503 -0.55349
C56 -0.43243 5.81732 -1.23848
C57 -0.24624 6.97399 -2.21158
N7 -1.61344 7.57860 -2.53563
C58 -1.40778 8.67460 -3.63493
C59 -2.65540 9.21765 -4.34366
C60 -3.49109 8.02279 -4.87642
C61 -3.79811 6.95072 -3.74220
C62 -2.50419 6.46408 -3.03825
C63 -2.08027 8.19090 -1.28067
H121 1.19525 6.32210 0.08738
H122 1.67827 5.41472 -1.31557
H123 0.77634 4.59162 0.06228
H124 -1.21060 6.01041 -0.50421
H125 -0.83234 4.91709 -1.81882
H126 0.17764 6.64202 -3.17453
H127 0.33018 7.77937 -1.74616
H128 -0.66146 8.23169 -4.27374
H129 -0.90321 9.44569 -3.04185
H130 -2.17865 9.83772 -5.11263
H131 -3.11915 9.86241 -3.58747
H132 -3.00732 7.45423 -5.67457
H133 -4.47251 8.41660 -5.28542
H134 -4.28039 6.05886 -4.19926
H135 -4.44264 7.29095 -2.90585
H136 -1.84291 6.14923 -3.80053
H137 -2.68905 5.70501 -2.28998
H138 -2.39281 7.45361 -0.56542
H139 -3.03788 8.71642 -1.48908
H140 -1.31820 8.79637 -0.86603
As1 1.92431 -0.78581 1.43894
F1 0.76044 -0.73851 2.66976
F2 3.00147 -1.78058 2.43547
F3 3.21122 -0.83127 0.10430
F4 0.96530 0.14950 0.30376
F5 2.76017 0.70922 2.17054
F6 1.13896 -2.17010 0.69908
Cl1 -0.58206 -1.94081 -3.69596
N8 0.08913 -1.97539 8.05532
S1 1.45987 -1.36852 7.63719
O1 1.78814 -0.07298 8.19753
O2 1.75472 -1.64762 6.28421
F7 2.33188 -2.44552 8.36281
S2 -1.31894 -1.38224 7.88458
O3 -1.63974 -1.53725 6.41436
O4 -1.58519 -0.15816 8.53665
F8 -2.16571 -2.55788 8.64404
N9 -3.30711 5.37340 0.64801
S3 -4.76930 5.71210 0.31135
O5 -4.86783 6.93181 -0.48111
O6 -5.83667 5.43169 1.21269
F9 -4.87328 4.77273 -1.02504
S4 -2.95741 4.22505 1.65107
O7 -3.79240 3.08213 1.56057
O8 -2.67100 4.62151 2.94101
F10 -1.62530 3.82459 1.02311

As for the charge: +3.



# 2
Below is a cluster of 10 separate species, C63H141N12O10P in total at a distorted geometry, with properties calculated with ωB97M-V with the def2-TZVPD basis set.

Geometry (Å):
C1 -6.92904 -0.87052 2.05496
N1 -5.85375 -1.68214 2.64567
C2 -6.35992 -2.84314 3.36994
P1 -4.31961 -1.62562 1.94221
O1 -3.85919 -0.27820 1.59616
N2 -3.34224 -2.40123 3.08790
C3 -1.97820 -2.77463 2.68469
C4 -3.46332 -2.14305 4.51071
N3 -4.42354 -2.64622 0.58002
C5 -4.68074 -4.07797 0.61682
C6 -4.97114 -1.99085 -0.60146
H1 -7.52100 -0.47895 2.88106
H2 -7.52047 -1.46785 1.35701
H3 -6.49798 -0.05744 1.47241
H4 -5.73023 -3.72272 3.46191
H5 -7.36302 -3.11531 3.02989
H6 -6.58023 -2.49541 4.38955
H7 -1.61947 -3.69221 3.15406
H8 -2.01172 -2.96973 1.61093
H9 -1.28719 -1.95927 2.91013
H10 -2.85254 -2.79970 5.12642
H11 -3.21478 -1.10299 4.76064
H12 -4.51226 -2.25580 4.78824
H13 -5.70541 -4.25051 0.27436
H14 -3.98751 -4.62521 -0.02529
H15 -4.56249 -4.45330 1.63338
H16 -6.02652 -1.75325 -0.44559
H17 -4.85738 -2.60078 -1.50056
H18 -4.36524 -1.11358 -0.82849
C7 -3.89675 4.53555 4.39269
C8 -3.64166 5.84485 3.63676
C9 -4.08252 7.01095 4.53013
C10 -2.09191 6.01146 3.48421
C11 -1.57855 5.23822 2.24159
C12 -2.29077 5.67312 0.98639
C13 -3.79945 5.41655 1.14134
C14 -4.42959 6.16549 -0.02725
C15 -4.26247 3.92885 1.01125
N4 -4.33353 6.03320 2.34952
O2 -5.73348 5.86849 2.47391
H19 -3.63572 3.63900 3.83232
H20 -3.53080 4.48073 5.41763
H21 -4.98325 4.44060 4.51616
H22 -3.84563 7.99475 4.13037
H23 -5.16724 6.98049 4.64862
H24 -3.56051 6.82184 5.47049
H25 -1.77601 7.05355 3.43695
H26 -1.64224 5.55530 4.36692
H27 -0.49662 5.40296 2.21131
H28 -1.70705 4.17449 2.45763
H29 -1.92226 5.02894 0.17684
H30 -2.04769 6.63633 0.53477
H31 -4.52390 7.21648 0.26439
H32 -5.47563 5.85779 -0.13071
H33 -3.99026 6.05948 -1.01859
H34 -3.61935 3.45067 0.26544
H35 -5.29278 3.81280 0.68676
H36 -4.13969 3.38535 1.94488
H37 -6.04465 6.74326 2.21797
C16 2.78184 -3.64828 -2.76745
C17 4.18427 -4.10112 -3.20305
C18 4.58415 -3.40708 -4.53168
C19 5.14194 -3.60267 -2.08670
C20 5.33331 -4.54286 -0.89729
C21 5.61297 -5.99217 -1.34738
C22 4.57431 -6.52290 -2.35031
C23 5.18204 -7.81723 -2.92766
C24 3.30055 -6.80980 -1.53116
N5 4.33213 -5.52471 -3.38709
O3 3.60254 -6.07625 -4.46092
H38 2.65322 -2.56940 -2.89358
H39 2.57154 -3.90007 -1.72785
H40 1.95319 -4.06289 -3.35221
H41 4.82801 -2.36264 -4.32756
H42 3.70937 -3.43253 -5.18242
H43 5.44895 -3.86426 -5.00796
H44 6.06745 -3.18524 -2.48424
H45 4.67587 -2.76996 -1.54656
H46 4.44837 -4.56027 -0.25240
H47 6.14201 -4.19432 -0.25263
H48 5.83155 -6.64208 -0.50085
H49 6.58502 -5.89494 -1.85099
H50 5.88442 -7.56786 -3.71899
H51 5.62433 -8.45582 -2.16746
H52 4.30237 -8.34288 -3.30858
H53 2.63619 -7.41987 -2.15186
H54 3.58177 -7.40620 -0.66171
H55 2.73248 -5.93360 -1.22978
H56 4.25839 -6.14339 -5.16441
C25 -2.15101 3.32700 -2.91874
C26 -1.70742 4.55298 -3.73669
C27 -1.03526 5.64357 -2.88378
C28 -0.58916 4.06205 -4.67030
C29 -1.05939 3.14231 -5.78351
C30 -2.14776 3.81605 -6.61153
C31 -3.21937 4.66866 -5.86584
C32 -3.55220 5.86852 -6.77029
C33 -4.46227 3.78238 -5.77137
N6 -2.73724 5.17140 -4.56243
O4 -3.79914 5.67254 -3.77454
H57 -2.96153 3.58497 -2.22731
H58 -2.53798 2.47324 -3.47427
H59 -1.35783 2.97807 -2.25355
H60 -0.14343 5.21724 -2.41672
H61 -0.79712 6.54298 -3.44451
H62 -1.66249 5.88282 -2.02008
H63 -0.11253 4.93863 -5.12265
H64 0.19760 3.57978 -4.08580
H65 -0.19627 2.91950 -6.41433
H66 -1.40935 2.17475 -5.41684
H67 -2.70458 3.01472 -7.10524
H68 -1.70165 4.31518 -7.47581
H69 -2.72321 6.56652 -6.87949
H70 -4.39155 6.46972 -6.41059
H71 -3.86426 5.40650 -7.70816
H72 -4.93717 3.49436 -6.70764
H73 -5.21124 4.33484 -5.19507
H74 -4.26095 2.87384 -5.19757
H75 -3.72653 6.61883 -3.94902
C34 -0.05770 -0.35528 -2.46504
C35 -0.45230 -0.90262 -1.09272
C36 -1.64162 -1.87025 -1.32465
C37 0.63699 -1.83793 -0.60062
C38 1.85183 -1.08478 -0.07149
C39 1.48541 -0.24425 1.12486
C40 0.31341 0.74953 0.75055
C41 -0.27223 1.16204 2.08904
C42 0.81717 2.04967 0.04030
N7 -0.74742 0.07286 -0.03044
O5 -1.82805 0.90447 -0.34861
H76 0.72642 0.38513 -2.26932
H77 0.35605 -1.05912 -3.18704
H78 -0.88744 0.16926 -2.94358
H79 -1.42166 -2.80191 -1.83908
H80 -1.98391 -2.08411 -0.30789
H81 -2.42898 -1.29132 -1.81250
H82 0.36901 -2.53989 0.19514
H83 0.97669 -2.44755 -1.43565
H84 2.67541 -1.77751 0.11369
H85 2.22744 -0.36455 -0.80757
H86 2.35661 0.34328 1.42451
H87 1.25588 -0.88213 1.98160
H88 0.47928 1.74503 2.62392
H89 -0.55065 0.27891 2.66136
H90 -1.12314 1.81055 1.86201
H91 -0.01841 2.66557 -0.28072
H92 1.46357 1.68231 -0.75932
H93 1.43323 2.60370 0.74912
H94 -2.57956 0.57077 0.16894
C43 8.29528 1.17958 3.33891
C44 7.54256 -0.13535 3.09972
C45 7.90675 -0.72282 1.73805
C46 8.00485 -1.07123 4.25591
C47 7.15157 -2.30414 4.37284
C48 5.68149 -1.93798 4.51639
C49 5.14407 -1.02062 3.42953
C50 4.78941 -1.79468 2.14888
C51 3.80389 -0.51186 4.03118
N8 6.09594 0.08369 3.25805
O6 5.60684 1.06008 2.37231
H95 8.15149 1.54834 4.35377
H96 9.37927 1.04206 3.25761
H97 8.11570 1.96035 2.59799
H98 7.20972 -0.37607 0.96990
H99 8.91140 -0.45482 1.40981
H100 7.82828 -1.81070 1.66759
H101 9.03999 -1.37326 4.08361
H102 7.89848 -0.63701 5.25422
H103 7.22196 -2.93182 3.47683
H104 7.39183 -2.86670 5.27789
H105 5.52156 -1.42661 5.46915
H106 5.14875 -2.89152 4.55713
H107 3.96824 -2.49407 2.32526
H108 5.61647 -2.36786 1.72556
H109 4.42578 -1.13953 1.35479
H110 3.96032 0.00231 4.97587
H111 2.95458 -1.19023 4.01063
H112 3.54712 0.25728 3.28986
H113 5.64656 0.66118 1.48309
C52 -0.65565 -5.42856 0.01681
N9 -0.33628 -6.63319 0.74467
C53 -0.47534 -6.54018 2.19526
C54 0.12597 -7.75380 0.18530
O7 0.43205 -8.78410 0.75621
H114 -1.59152 -4.99054 0.36002
H115 -0.73750 -5.64898 -1.04868
H116 0.12095 -4.66471 0.12810
H117 -1.04641 -7.33044 2.68749
H118 0.51481 -6.66914 2.64123
H119 -0.94939 -5.59524 2.44328
H120 0.11099 -7.69811 -0.91992
C55 4.16241 2.69815 -2.94906
N10 4.27501 2.14689 -1.60514
C56 4.26433 3.18065 -0.57629
C57 4.57235 0.83902 -1.42624
O8 5.11801 0.42151 -0.42148
H121 4.37121 1.94323 -3.70705
H122 4.89592 3.50141 -3.03249
H123 3.18206 3.12671 -3.17480
H124 4.79258 2.82228 0.30986
H125 4.74793 4.08536 -0.93146
H126 3.23742 3.35076 -0.25202
H127 4.48244 0.29592 -2.37870
C58 -4.15814 -0.56276 -4.81344
N11 -5.05817 -1.56244 -5.37214
C59 -4.81454 -2.94442 -5.05197
C60 -5.97060 -1.12715 -6.28338
O9 -6.54893 -1.84330 -7.07013
H128 -4.07656 -0.73611 -3.73601
H129 -4.59827 0.42370 -4.95000
H130 -3.11730 -0.46988 -5.13554
H131 -5.59424 -3.64598 -5.32793
H132 -3.83204 -3.24921 -5.42151
H133 -4.72753 -3.02043 -3.96121
H134 -6.13577 -0.04121 -6.26779
C61 -1.33799 1.61649 5.43116
N12 -0.12718 2.04079 6.11681
C62 0.61655 0.90881 6.61779
C63 0.35799 3.29423 6.24505
O10 1.39331 3.58144 6.79835
H135 -1.06502 1.03637 4.55069
H136 -2.06199 2.35305 5.08383
H137 -1.91322 0.95687 6.08471
H138 0.67913 0.13815 5.84294
H139 1.60749 1.19609 6.95710
H140 0.11434 0.38809 7.44076
H141 -0.30132 4.05340 5.80390

As for the structure (SMILES): CN(C)P(=O)(N(C)C)N(C)C.CC1(C)CCCC(C)(C)N1O.CC1(C)CCCC(C)(C)N1O.CC1(C)CCCC(C)(C)N1O.CC1(C)CCCC(C)(C)N1O.CC1(C)CCCC(C)(C)N1O.CN(C)C=O.CN(C)C=O.CN(C)C=O.CN(C)C=O. As for the charge: 0. The energy above the lowest of the compared OMol25 structures with the same formula, charge and spin is 0.0 kJ/mol.



Computed E_LUMO, in the same sequence as the records: -0.1831, 0.0077 hartree.
Computed frontier orbital gap, in the same sequence as the records: 8.526, 8.324 eV.